{
  "formula": "H12O6",
  "method": "ωB97M-V/def2-TZVPD",
  "elements": ["O", "H", "H", "O", "H", "H", "O", "H", "H", "O", "H", "H", "O", "H", "H", "O", "H", "H"],
  "positions_angstrom": [[0.08214, 2.20309, -1.19235], [-0.35415, 3.04594, -1.32401], [0.13879, 2.07948, -0.21129], [0.12320, 2.29219, 1.57924], [0.20379, 1.38615, 1.98535], [0.93908, 2.77858, 1.79056], [0.00733, -0.33657, 2.62648], [0.53962, -0.95793, 2.02455], [-0.93219, -0.60402, 2.43010], [-1.25140, 0.04165, -2.21019], [-2.06713, 0.20500, -1.67698], [-0.66738, 0.80050, -1.91215], [1.29342, -1.95790, 0.78504], [1.34540, -2.83285, 1.13962], [0.83809, -2.05468, -0.07915], [-0.12456, -2.27117, -1.60077], [-0.63508, -1.44111, -1.82011], [0.52101, -2.37634, -2.33394]],
  "forces_ev_per_angstrom": [[0.2, -0.4, 0.3], [-0.1, 0.1, 0.0], [-0.1, 0.3, -0.3], [0.5, -0.4, 0.1], [0.0, 0.6, -0.1], [-0.5, -0.4, 0.0], [-0.7, -1.1, -1.2], [-0.7, 0.9, 0.6], [1.4, 0.4, 0.4], [-0.7, 1.0, 1.0], [0.9, -0.3, -0.8], [-0.4, -0.5, -0.3], [0.0, 0.8, -0.2], [0.1, -0.9, 0.3], [-0.1, 0.0, 0.0], [0.6, 0.1, -0.6], [0.5, -0.4, 0.0], [-0.7, 0.1, 0.7]],
  "nbo_charge": [-0.99, 0.48, 0.51, -0.99, 0.52, 0.48, -1.00, 0.51, 0.47, -0.98, 0.48, 0.52, -0.98, 0.47, 0.52, -1.00, 0.51, 0.48],
  "relative_energy_kj_mol": 24.1,
  "smiles": "O.O.O.O.O.O",
  "homo_energy_ev": -11.345
}